No. 1
{
  "formula": "C15H21BrF5HgN3O",
  "method": "ωB97M-V/def2-TZVPD",
  "multiplicity": 1,
  "gap_ev": 5.32,
  "total_charge": 2,
  "max_force_ha_per_bohr": 0.0632,
  "species": ["C", "C", "C", "O", "C", "N", "C", "N", "C", "C", "N", "C", "C", "C", "Br", "C", "C", "C", "C", "F", "F", "C", "F", "F", "F", "H", "H", "H", "H", "H", "H", "H", "H", "H", "H", "H", "H", "H", "H", "H", "H", "H", "H", "H", "H", "H", "Hg"],
  "xyz": [[1.3507, -4.2262, 0.1741], [-0.0785, -4.1057, 0.7426], [-0.9398, -3.1117, -0.0529], [-1.5153, -2.1440, 0.8422], [-2.0004, -0.9753, 0.2709], [-3.0583, -0.5025, 1.1507], [-2.5461, -1.1650, -1.0911], [-3.0769, -1.2809, -2.1010], [-0.8509, 0.1438, 0.2507], [-0.0150, -0.0437, -0.9445], [0.5671, 0.0449, -1.9351], [-1.3988, 1.5827, 0.2780], [-2.3821, 2.0264, -0.7936], [-1.7745, 2.2528, -2.1900], [-2.3665, 3.8775, -3.0133], [0.0903, -0.1190, 1.4867], [0.9779, 1.1110, 1.6264], [2.0589, 1.0559, 0.5490], [2.9347, 2.2506, 0.5610], [1.9694, 3.3227, 0.1542], [3.4403, 2.6070, 1.7124], [4.0620, 2.2282, -0.5134], [4.9893, 3.1113, -0.2772], [4.5763, 1.0259, -0.6176], [3.4408, 2.5218, -1.7226], [2.0337, -3.5939, 0.7430], [1.7034, -5.2519, 0.1955], [1.4058, -3.8942, -0.8635], [-0.0550, -3.7969, 1.7850], [-0.5303, -5.0905, 0.6659], [-0.3144, -2.6440, -0.8194], [-1.7268, -3.6677, -0.5639], [-3.9246, -0.3261, 0.6625], [-3.1944, -1.1681, 1.9007], [-0.5307, 2.2832, 0.1786], [-1.8376, 1.7686, 1.2550], [-2.7818, 2.9874, -0.4680], [-3.2498, 1.3740, -0.8818], [-0.6471, 2.3151, -2.1259], [-1.9784, 1.4307, -2.8716], [-0.4805, -0.2706, 2.3990], [0.7188, -0.9924, 1.3318], [1.4806, 1.1381, 2.5936], [0.4057, 2.0311, 1.5769], [1.6209, 1.0747, -0.4510], [2.6690, 0.1652, 0.6953], [0.7590, 2.6399, -1.4847]],
  "forces_ev_per_angstrom": [[-0.1, 0.4, 0.2], [0.2, 0.0, -0.7], [0.4, -0.9, 0.1], [0.1, 0.3, -0.5], [-0.7, 0.0, 0.9], [0.5, 0.4, -0.2], [-0.2, -0.1, 0.0], [0.1, 0.2, -0.2], [0.5, -1.4, 0.7], [-1.3, 0.1, -0.3], [0.2, 0.0, -0.4], [-0.4, -0.3, -0.6], [0.4, 0.8, -0.2], [-3.2, 0.2, 0.1], [0.1, -0.2, 0.0], [-0.2, 1.0, -0.2], [0.8, -0.3, 0.6], [0.3, 0.4, 1.0], [0.5, -0.1, 0.1], [1.0, 0.7, 0.5], [-0.4, 0.2, 0.0], [-0.3, 0.5, -0.4], [-0.2, 0.1, -0.1], [0.0, -0.1, 0.1], [0.0, -0.1, 0.2], [0.2, -0.1, 0.0], [0.1, 0.0, 0.2], [-0.1, -0.1, -0.1], [-0.1, -0.1, 0.1], [-0.2, 0.0, 0.3], [-0.1, 0.3, 0.0], [-0.2, 0.3, 0.0], [-0.1, -0.2, 0.1], [-0.1, -0.1, 0.0], [-0.5, -0.1, 0.3], [0.1, -0.1, 0.1], [0.0, 0.0, 0.1], [0.1, -0.2, -0.2], [-1.0, -0.5, -1.5], [0.6, -0.2, -0.2], [-0.3, 0.0, -0.1], [-0.2, -0.2, -0.1], [0.0, -0.2, 0.1], [0.2, 0.0, 0.3], [0.9, -1.0, 0.5], [0.0, -0.1, -0.4], [2.5, 0.7, 0.0]]
}


No. 2
{
  "formula": "C5H10O2",
  "method": "ωB97M-V/def2-TZVPD",
  "multiplicity": 1,
  "de_lowest_ev": 2.3219,
  "gap_ev": 10.19,
  "total_charge": 0,
  "max_force_ha_per_bohr": 0.0087,
  "species": ["O", "C", "C", "C", "C", "O", "C", "H", "H", "H", "H", "H", "H", "H", "H", "H", "H"],
  "xyz": [[-1.1628, -1.8281, -0.3801], [-1.5517, -0.5915, -0.9516], [-0.9112, 0.5258, -0.1469], [0.5979, 0.3683, -0.0754], [1.4176, 1.3180, 0.8136], [2.0854, 0.2202, 1.4477], [1.1587, -0.7105, 0.8614], [-1.3532, -2.5222, -1.0198], [-2.6478, -0.4868, -0.9562], [-1.2063, -0.5214, -1.9945], [-1.3246, 0.5249, 0.8707], [-1.1806, 1.4801, -0.6188], [1.0204, 0.2959, -1.0850], [0.8073, 1.8935, 1.5273], [2.1195, 1.9974, 0.3157], [1.6544, -1.5750, 0.4078], [0.4190, -1.0634, 1.5917]],
  "forces_ev_per_angstrom": [[-0.1, -0.3, -0.2], [-0.1, 0.4, -0.2], [0.0, 0.0, 0.0], [0.0, 0.0, -0.1], [-0.1, 0.4, -0.1], [0.1, 0.0, 0.1], [-0.1, -0.3, -0.1], [0.0, 0.0, 0.2], [0.2, 0.0, 0.0], [0.0, 0.0, 0.1], [0.0, 0.0, -0.1], [0.0, -0.1, 0.1], [0.0, 0.0, 0.2], [0.1, -0.1, -0.1], [-0.1, -0.1, 0.1], [0.0, 0.2, 0.1], [0.1, 0.0, -0.1]]
}


no.,calculated total energy (eV)
1,-110195.3460
2,-9440.7211